1.
A cluster of 3 separate species, C2H13N2O2 in total at a distorted geometry, computed with ωB97M-V/def2-TZVPD.

Values from the calculation:
**Relative energy (zero: lowest compared OMol25 entry of this formula, charge and spin)**: 1.168 eV
**Charge**: +1

Last column: Mulliken charge in e.
Element x y z (Å)
C -0.94792 1.22492 -1.13122  -0.4965
N -0.07514 0.81093 -2.26190  -0.4252
C 0.01379 1.69066 -0.02638  -0.4975
N 0.48985 0.39123 0.64610  -0.2469
H -1.52252 0.33393 -0.76389  0.3190
H -1.65383 1.97549 -1.53321  0.3560
H -0.15520 -0.08998 -2.52037  0.1655
H -0.02832 1.38045 -3.00771  0.1672
H -0.55489 2.33147 0.70229  0.3149
H 0.80379 2.31468 -0.46749  0.3511
H 0.85959 0.79421 1.50408  0.3672
H -0.30038 -0.16208 0.98424  0.2918
H 1.04347 -0.25475 0.04893  0.3949
H -0.37393 -2.02478 2.87679  0.3165
H -1.84713 -1.69993 2.54244  0.3003
O -0.98722 -1.36855 2.45591  -0.6540
H 1.23580 -3.06222 -0.27951  0.2888
H 2.49168 -2.35074 0.21114  0.3199
O 1.50851 -2.23494 0.01979  -0.6331


2.
A cluster of 2 separate species, C12H23P in total, computed with ωB97M-V/def2-TZVPD.

Values from the calculation:
**Relative energy (zero: lowest compared OMol25 entry of this formula, charge and spin)**: 0.000 eV
**Structure (SMILES)**: C=C(P)[C@@](C)(CC)C(C)C.C=C=C

Last column: Mulliken charge in e.
Element x y z (Å)
C -1.23776 1.36009 -4.67842  -0.6579
C -1.30718 0.13919 -4.25565  0.4299
C 2.73628 0.69244 0.31798  -1.4945
C -0.72723 0.66715 2.74840  -1.4656
C 1.23255 -0.84565 2.84129  -1.7561
C 0.76490 -1.40329 -0.19996  -2.3855
C -1.49840 1.34917 -0.53676  -1.1674
C -1.42420 -1.08559 -3.85964  -0.6766
C 1.24314 1.01578 0.26835  -1.0847
C 0.00049 -0.46704 2.02458  0.4119
C 0.26216 -0.14662 0.52426  2.2796
C -1.10775 0.17939 -0.04962  0.0208
P -2.32640 -1.21754 -0.03284  -0.0072
H -2.12800 1.95314 -4.81807  0.2449
H 3.03066 0.21478 1.24531  0.3082
H 3.29874 1.62021 0.22519  0.4286
H 3.02317 0.04883 -0.50923  0.3212
H -1.68877 0.88353 2.28907  0.3610
H -0.89987 0.38778 3.78535  0.4581
H -0.13646 1.57974 2.73876  0.2955
H 1.82451 -1.61558 2.35544  0.3513
H 0.91688 -1.23154 3.80885  0.4591
H 1.85415 0.02814 3.01935  0.3417
H 0.03863 -2.21091 -0.10405  0.5093
H 1.70704 -1.74823 0.21180  0.4984
H 0.90224 -1.18908 -1.25859  0.4317
H -0.29811 1.84115 -4.89414  0.2456
H -2.48951 1.48762 -0.93963  0.2775
H -0.87070 2.22328 -0.55667  0.3124
H -1.41872 -1.35181 -2.81210  0.1440
H -1.51920 -1.89910 -4.56076  0.2794
H 1.04559 1.39426 -0.73704  0.4515
H 1.03279 1.82366 0.97017  0.3647
H -0.67200 -1.34025 2.01358  0.3856
H -3.22317 -0.61657 -0.91545  0.0327
H -3.04916 -0.75067 1.06911  0.0507


3.
A cluster of 3 separate species, C2H10O2S2 in total, computed with ωB97M-V/def2-TZVPD.

Values from the calculation:
**Relative energy (zero: lowest compared OMol25 entry of this formula, charge and spin)**: 0.554 eV
**Structure (SMILES)**: CCSS.O.O

Last column: Mulliken charge in e.
Element x y z (Å)
C -0.61366 -3.18571 0.31456  -0.9144
C -1.32368 -3.52403 -0.99200  -0.4312
S -0.76342 -2.62637 -2.44559  -0.0581
S -1.31274 -0.67059 -2.12098  -0.2223
H 0.38321 -3.61937 0.39373  0.2785
H -1.22744 -3.55993 1.13444  0.2952
H -0.56571 -2.11258 0.45730  0.2989
H -2.38753 -3.35525 -0.88502  0.3045
H -1.14989 -4.56349 -1.24816  0.3014
H -2.64481 -0.78463 -2.25576  0.1474
H 1.09874 3.91975 2.37276  0.3059
H 2.32747 3.03039 2.46490  0.3071
O 1.92030 3.80621 2.85986  -0.6264
H 2.29429 5.39579 -0.70558  0.3165
H 1.86873 6.38902 0.41723  0.3116
O 2.09615 5.46079 0.23829  -0.6144


4.
A structure of composition C12H15B2BeF14N6O4S2 at a distorted geometry, computed with ωB97M-V/def2-TZVPD.

Values from the calculation:
**Relative energy (zero: lowest compared OMol25 entry of this formula, charge and spin)**: 12.093 eV
**Charge**: -1

Last column: Mulliken charge in e.
Element x y z (Å)
Be 0.09547 0.67163 0.55447  0.9816
B -4.10911 5.14793 -0.45593  0.6105
F -3.06315 4.23485 -0.41444  -0.3205
F -4.88508 5.02059 0.64087  -0.3146
F -3.58782 6.41704 -0.46462  -0.3775
F -4.87262 4.90234 -1.56117  -0.3302
B -5.52023 -0.34944 -0.66265  0.5816
F -5.63146 0.35108 -1.77016  -0.2771
F -6.22016 -1.48024 -0.68835  -0.3503
F -4.18134 -0.54432 -0.50409  -0.2960
F -5.97008 0.40924 0.40895  -0.3238
C 5.40741 -1.01669 -2.01970  0.6292
F 4.95850 -0.80367 -3.25403  -0.1782
F 6.77206 -1.01680 -1.99507  -0.2052
F 4.97459 -0.02347 -1.17603  -0.2237
S 4.83408 -2.71257 -1.36659  0.9540
O 5.32244 -3.60612 -2.39571  -0.5414
O 5.35077 -2.93553 -0.01455  -0.5562
N 3.05465 -2.50227 -1.37510  -0.3847
S 2.58890 -3.87711 -1.89770  1.0944
O 3.30028 -5.06240 -1.40700  -0.5661
O 1.16383 -3.84013 -1.62068  -0.6494
C 2.69490 -3.73683 -3.86692  0.6642
F 3.25892 -4.84818 -4.35581  -0.2411
F 1.39821 -3.66454 -4.40946  -0.2317
F 3.41011 -2.72543 -4.28779  -0.1763
C -5.02568 2.32959 6.58157  -0.7385
C -3.86116 2.41920 5.69492  0.2626
N -2.97760 2.50637 4.98865  -0.2920
H -5.31157 3.30488 6.97549  0.2519
H -4.70597 1.78114 7.46762  0.2470
H -5.92295 1.83537 6.20909  0.2739
C 4.35035 -1.47044 6.70130  -0.7214
C 3.91062 -0.58732 5.55843  0.2274
N 3.62349 -0.03653 4.63486  -0.2756
H 5.42859 -1.49554 6.85905  0.2671
H 4.19401 -2.51545 6.43370  0.2567
H 3.78921 -1.24802 7.60890  0.2512
C -2.60818 -6.22135 3.35044  -0.6722
C -2.22791 -4.76484 3.38796  0.2893
N -1.94798 -3.60625 3.44570  -0.3767
H -1.89627 -6.78883 3.94981  0.2529
H -2.42280 -6.55150 2.32832  0.2473
H -3.63676 -6.43645 3.64002  0.2653
C 2.47431 6.22099 -2.86243  -0.6989
C 2.33165 5.60590 -1.52012  0.2898
N 2.25000 5.11883 -0.47800  -0.3620
H 1.58084 6.73043 -3.22338  0.2780
H 2.55143 5.36491 -3.53271  0.2421
H 3.28294 6.95183 -2.87291  0.2572
C -1.49182 1.48422 -7.26970  -0.7298
C -0.90275 1.51537 -5.89258  0.2688
N -0.46592 1.57713 -4.83549  -0.3102
H -2.54457 1.76450 -7.30511  0.2700
H -1.34711 0.54152 -7.79742  0.2598
H -1.01437 2.26135 -7.86654  0.2477


> Look up the relative energy (zero: lowest compared OMol25 entry of this formula, charge and spin) of the first one.

1.168 eV